109
Properties=species:S:1:pos:R:3 method="wB97M-V/def2-TZVPD" max_force_ev_per_a=1.9 e_lumo_ev=0.13 gap_ha=0.397 multiplicity=1 homo_energy_ev=-10.7
Cl -0.539 -4.046 1.294
H 2.119 1.830 3.365
C 2.339 1.603 1.292
H -1.683 -0.733 -6.880
Cl -2.929 5.015 -10.844
C 3.127 -1.469 5.247
Cl 1.218 7.227 -9.641
O 2.540 -2.394 2.780
Cl -1.381 6.514 6.630
H 1.484 3.555 1.564
H 3.342 -1.703 -3.632
Cl 2.794 -1.672 -5.906
Cl -2.971 -7.674 -1.435
Cl -0.385 5.615 -7.486
C -3.873 -0.396 -1.164
H -3.267 -4.144 8.154
Cl -3.348 -1.885 7.561
H 3.189 3.614 1.269
Cl 1.349 9.904 -10.761
C -5.760 -6.927 7.346
C -1.383 4.286 -11.291
H 1.338 0.085 6.786
Cl -0.433 -7.071 -2.706
C 2.274 3.114 0.967
H 4.121 -1.876 5.082
H 1.310 -0.781 2.342
H 2.979 -2.514 7.123
Cl 1.289 7.766 1.857
Cl -2.131 -3.082 9.908
H 4.011 0.421 5.015
H 4.262 -0.172 2.838
Cl -3.359 -0.667 0.507
H 1.322 1.252 1.209
C 6.821 -1.760 -7.376
Cl -0.545 3.686 -9.862
C -3.416 -3.225 8.703
H -4.550 0.446 -1.178
H 0.587 -5.195 2.998
C -1.739 -6.438 -1.702
Cl -3.466 -2.677 -7.804
Cl -2.451 -5.000 -2.442
C 2.539 -1.269 -4.209
Cl -3.900 2.411 5.406
Cl -5.886 -8.318 6.271
C -2.814 -2.403 -9.425
Cl -5.411 0.004 5.688
Cl 6.327 -1.152 -5.794
Cl 2.575 0.485 -3.978
Cl -2.161 1.421 -7.637
Cl 1.014 -1.950 -3.632
Cl -4.066 -6.503 7.616
Cl -4.731 -1.807 -1.784
Cl 0.329 3.093 -6.222
H -3.455 -1.697 -9.933
Cl -0.664 0.620 -5.245
Cl -3.758 0.297 3.356
F -0.700 -1.269 6.825
C 0.455 8.383 -10.732
S 2.029 -2.544 4.312
C 0.174 -5.477 2.038
Cl 2.179 4.340 -8.085
Cl -1.187 -1.719 -9.348
H 0.699 -2.727 7.012
Cl -0.075 5.270 2.433
C -1.274 4.760 6.474
Cl -0.721 4.317 4.850
H 2.112 3.280 -0.084
H -0.976 7.252 1.578
H -2.261 4.346 6.617
C 2.878 1.440 2.700
H 1.862 -0.513 8.320
H 3.797 2.002 2.803
Cl -4.997 -3.297 9.487
Cl 5.489 -2.604 -8.168
C 2.897 -1.499 6.757
Cl 0.035 6.267 -0.290
Cl -1.622 2.993 -12.470
H -0.768 5.050 -11.746
H 1.404 5.168 -6.039
Cl -2.493 -0.017 -2.184
H 7.098 -0.916 -7.990
C -1.955 0.192 -6.394
H 2.936 1.130 0.522
Cl -6.570 -7.249 8.879
Cl -1.060 -6.713 2.304
C 0.943 4.627 -6.852
Cl 1.480 -6.109 1.033
Cl -3.461 -0.058 -5.522
H 2.676 -1.018 1.317
C -0.055 6.712 1.416
C 3.126 -0.077 4.631
Cl 0.323 7.708 -12.361
H -6.247 -6.087 6.874
Cl -0.215 4.096 7.715
H -1.326 -6.157 -0.743
C -3.899 0.660 5.076
C 2.361 -1.042 2.351
H 3.755 -0.980 7.174
Cl -2.805 -3.904 -10.352
O 2.107 -3.894 4.765
Cl 8.225 -2.818 -7.226
H 2.281 0.517 4.934
C 1.634 -0.811 7.302
H 0.164 -1.827 8.482
H -3.068 0.196 5.591
O 0.671 -2.111 4.348
C 3.219 -0.021 3.094
C 0.428 -1.774 7.439
H -0.542 8.584 -10.369